No. 1
Here is a single C4H4S2 molecule in a non-equilibrium geometry from the OMol25 dataset. Energies are from the ωB97M-V functional and the def2-TZVPD basis.

- HOMO energy: -8.944 eV
- E: -25878.557 eV

Cartesian coordinates (Å):
C (0.86869, 1.13889, -0.23854)
C (1.69892, 2.15492, -0.43979)
C (0.25388, 0.12868, 0.75981)
C (-0.78793, -0.97768, 0.15414)
S (-1.36733, -0.00216, -1.42525)
S (0.60629, 0.59329, -1.97833)
H (0.92656, -0.53421, 1.21701)
H (-0.19388, 0.63139, 1.49251)
H (-1.67931, -1.28424, 0.69442)
H (-0.32591, -1.84887, -0.23597)

Here are the Löwdin charges for atoms 1 to 2, given in e: -0.727 0.101

No. 2
Here is a single C4H4S2 molecule in a non-equilibrium geometry from the OMol25 dataset. Energies are from the ωB97M-V functional and the def2-TZVPD basis.

- HOMO energy: -7.599 eV
- Structure (SMILES): C1=CSC=CS1
- E: -25881.924 eV

Cartesian coordinates (Å):
C (-0.69225, 1.40216, 0.00432)
C (0.64450, 1.41732, -0.02817)
S (1.71343, 0.00186, -0.39778)
C (0.66374, -1.38307, 0.01962)
C (-0.67026, -1.39950, -0.01297)
S (-1.65438, -0.01041, -0.40656)
H (-1.31390, 2.25730, 0.27434)
H (1.26100, 2.29570, 0.17891)
H (1.27390, -2.25939, 0.24072)
H (-1.22578, -2.32196, 0.12757)

Here are the Löwdin charges for atoms 1 to 2, given in e: -0.500 -0.473

No. 3
Here is a single C4H4S4 molecule in a non-equilibrium geometry from the OMol25 dataset. Energies are from the ωB97M-V functional and the def2-TZVPD basis.

- HOMO energy: -8.070 eV
- E: -47550.391 eV

Cartesian coordinates (Å):
C (-0.44619, -1.99089, 0.63072)
C (-2.58832, -2.13466, 0.33236)
C (0.20735, -0.65272, 0.82050)
C (-0.50175, 0.42379, -0.05635)
S (0.18854, -3.42502, 0.52786)
S (-2.98273, -3.65458, 0.16436)
S (-3.39195, -0.77566, 0.87834)
S (-2.11110, 0.99230, 0.60626)
H (-0.01475, -0.32686, 1.87865)
H (1.19138, -0.64194, 0.36457)
H (0.14226, 1.27799, -0.03139)
H (-0.59150, 0.12721, -1.15565)

Here are the Löwdin charges for atoms 1 to 2, given in e: -0.731 -1.247

No. 4
Here is 24 unconnected molecules or ions with the total composition C4H56O24 in a non-equilibrium geometry from the OMol25 dataset. Energies are from the ωB97M-V functional and the def2-TZVPD basis.

- HOMO energy: -9.196 eV
- E: -54196.825 eV

Cartesian coordinates (Å):
O (2.23982, -4.07111, -0.78909)
H (2.27260, -3.17587, -1.12629)
H (1.31481, -4.31228, -0.83807)
O (1.27343, 1.61573, -2.58277)
H (1.13761, 2.33641, -3.19791)
H (0.65099, 0.94333, -2.85965)
O (3.79313, -1.54258, 2.93021)
H (3.70172, -0.73980, 2.41698)
H (4.07363, -1.24378, 3.79523)
O (-1.70576, 2.28788, -1.21242)
H (-1.23414, 2.94421, -0.69955)
H (-1.53361, 2.52604, -2.12339)
O (3.99218, -3.81742, 1.33091)
H (3.30949, -3.73509, 0.66504)
H (3.96526, -2.98697, 1.80617)
O (3.31658, 0.94207, 1.85214)
H (3.82955, 1.40409, 2.51519)
H (3.30449, 1.53573, 1.10138)
O (-2.59496, -4.21668, 2.10470)
H (-2.54432, -5.01347, 1.57668)
H (-2.19458, -3.54064, 1.55800)
O (-0.12841, 4.87878, -0.83099)
H (0.53883, 4.24758, -1.10044)
H (0.35047, 5.53024, -0.31865)
O (2.65261, -1.74743, -2.11882)
H (3.36033, -1.26875, -2.55036)
H (2.10554, -2.06581, -2.83685)
O (-2.93368, 5.15697, 1.30312)
H (-2.97537, 4.49103, 0.61682)
H (-3.83874, 5.45032, 1.40816)
O (3.75659, 1.45326, -3.84876)
H (4.27410, 2.25116, -3.74028)
H (3.08482, 1.50864, -3.16913)
O (0.07652, -0.12969, 0.17002)
H (0.18209, 0.77268, -0.13132)
H (0.93265, -0.36501, 0.52765)
O (2.52596, 1.07681, 5.57431)
H (2.71076, 0.96565, 4.64172)
H (3.32811, 0.79389, 6.01331)
O (-3.34963, -1.09287, 2.17541)
H (-3.13813, -0.31761, 1.65533)
H (-2.70453, -1.74640, 1.90525)
O (5.55219, -0.38290, 0.68574)
H (5.65638, 0.10267, -0.13255)
H (4.68250, -0.13747, 1.00137)
O (2.79877, 2.64655, -0.38814)
H (2.23639, 2.28143, -1.07125)
H (2.96841, 3.54491, -0.67169)
O (-1.92629, 1.02691, 3.84843)
H (-2.58241, 1.10265, 4.54125)
H (-2.26202, 0.33863, 3.27417)
O (-3.03429, -0.90970, -3.36409)
H (-3.67713, -0.49687, -3.94076)
H (-3.06279, -1.83742, -3.59812)
O (-1.69543, -2.39643, 0.40589)
H (-2.13376, -2.76069, -0.36314)
H (-1.12954, -1.70822, 0.05608)
O (-0.24674, -0.03256, -3.91524)
H (-1.13423, -0.32308, -3.70505)
H (-0.34003, 0.44800, -4.73779)
O (-0.40681, -2.89202, -2.06474)
H (-0.29983, -3.18693, -2.96906)
H (-0.04512, -2.00583, -2.05693)
O (-3.87131, 0.79679, -1.09231)
H (-3.01352, 1.13474, -0.83499)
H (-3.69366, 0.24752, -1.85584)
C (1.53058, 4.54124, 4.09497)
C (0.70601, 3.36353, 3.67932)
O (-0.68190, 3.66635, 3.92640)
H (1.13958, 4.68034, 5.10288)
H (1.36285, 5.25438, 3.28789)
H (2.59634, 4.34222, 3.98238)
H (1.05552, 2.51399, 4.26604)
H (0.82369, 3.12806, 2.62158)
H (-1.14186, 2.84332, 3.74562)
C (-4.10717, -3.65683, -1.95513)
C (-4.22770, -4.69474, -3.08937)
O (-3.80551, -3.99736, -4.24068)
H (-4.37212, -4.04751, -0.97264)
H (-4.84682, -2.88020, -2.14969)
H (-3.10971, -3.21811, -1.92888)
H (-5.27050, -4.98191, -3.22427)
H (-3.61594, -5.58468, -2.94153)
H (-4.55386, -3.85601, -4.82513)

Here are the Löwdin charges for atoms 1 to 2, given in e: -0.045 -0.023

No. 5
Here is a molecular structure, C4H5AgMgO2 in a non-equilibrium geometry from the OMol25 dataset. Energies are from the ωB97M-V functional and the def2-TZVPD basis.

- 2S+1: 2
- Charge: +1
- HOMO energy (alpha / beta): -9.850 / -9.587 eV
- E: -17751.279 eV
- Expectation value of S²: 0.783

Cartesian coordinates (Å):
H (0.41303, -2.02005, 3.41078)
C (-0.23662, -0.98350, 0.26751)
C (0.68497, 0.05755, 0.84944)
C (0.65798, 1.21802, -0.15056)
C (-0.43522, 0.85925, -1.12647)
O (-1.04718, -1.67855, 0.84640)
O (-0.54059, -0.61678, -1.00928)
Ag (-2.01603, -1.79903, -2.82670)
Mg (-1.54212, 1.48781, -2.78840)
H (1.67198, -0.38326, 1.03177)
H (0.29397, 0.36112, 1.83210)
H (1.63282, 1.30842, -0.66306)
H (0.46300, 2.18900, 0.32648)

Here are the Löwdin charges for atoms 1 to 2, given in e: 0.120 -0.481

No. 6
Here is a molecular structure, C4H5BeO2 in a non-equilibrium geometry from the OMol25 dataset. Energies are from the ωB97M-V functional and the def2-TZVPD basis.

- 2S+1: 2
- HOMO energy (alpha / beta): -7.739 / -9.654 eV
- E: -8721.983 eV
- Expectation value of S²: 0.751

Cartesian coordinates (Å):
H (1.36044, 1.77661, 2.47707)
O (0.48145, 1.39556, 2.47469)
Be (-0.65075, 2.20359, 2.05763)
O (-0.81118, -0.59530, -3.23589)
C (-0.53315, -0.20002, -2.13239)
C (-0.65050, -1.07300, -0.89531)
C (0.24925, -0.68595, 0.19060)
C (1.08689, -0.42888, 1.03200)
H (-0.20489, 0.84877, -1.96037)
H (-0.51032, -2.12592, -1.17819)
H (-1.69216, -0.96900, -0.54283)
H (1.87493, -0.14647, 1.71299)

Here are the Löwdin charges for atoms 1 to 2, given in e: 0.016 -0.366

No. 7
Here is a molecular structure, C4H5BiLiO in a non-equilibrium geometry from the OMol25 dataset. Energies are from the ωB97M-V functional and the def2-TZVPD basis.

- 2S+1: 2
- Charge: +2
- HOMO energy (alpha / beta): -17.082 / -17.400 eV
- E: -12296.107 eV
- Expectation value of S²: 0.783

Cartesian coordinates (Å):
C (0.08376, 0.28692, -1.71805)
C (-0.24036, 0.43095, -0.39866)
C (-0.18605, 1.13121, 0.85587)
H (-0.70100, 0.48754, -2.42183)
H (0.71902, -0.06465, -2.52149)
H (-0.79275, 1.62393, 1.61139)
H (0.71693, 1.72690, 0.97968)
O (0.11296, -1.56809, 0.76822)
C (-0.67882, -0.50455, 0.88318)
Bi (1.19044, -1.51103, -0.95813)
Li (1.51442, -1.34593, 1.90959)
H (-1.73856, -0.69321, 1.01022)

Here are the Löwdin charges for atoms 1 to 2, given in e: -0.201 -0.276

No. 8
Here is a single C4H5Br molecule in a non-equilibrium geometry from the OMol25 dataset. Energies are from the ωB97M-V functional and the def2-TZVPD basis.

- HOMO energy: -10.075 eV
- Structure (SMILES): C#C[C@@H](C)Br
- E: -74269.048 eV

Cartesian coordinates (Å):
C (-0.05228, -2.59689, -0.15170)
C (-0.31468, -1.47600, 0.13966)
C (-0.80606, -0.11790, 0.47680)
C (-0.13801, 1.04383, -0.30187)
Br (-2.68576, 0.02332, -0.01194)
H (0.31449, -3.51092, -0.60686)
H (-1.01029, -0.12850, 1.55342)
H (-0.10952, 0.93400, -1.42880)
H (0.89582, 1.10481, -0.05794)
H (-0.83604, 1.93087, -0.10023)

Here are the Löwdin charges for atoms 1 to 2, given in e: 0.105 -0.213

No. 9
Here is a molecular structure, C4H5Br2O3S in a non-equilibrium geometry from the OMol25 dataset. Energies are from the ωB97M-V functional and the def2-TZVPD basis.

- Charge: -1
- HOMO energy: -4.880 eV
- E: -161289.131 eV

Cartesian coordinates (Å):
C (-0.33539, 0.17103, 0.16474)
C (0.79436, -0.25172, -0.75300)
C (0.98577, -0.18542, 0.76704)
C (1.17081, -0.52910, -1.95406)
O (2.95705, -0.23367, 3.04274)
O (1.85179, 1.96922, 2.83454)
O (0.56279, 0.09317, 3.78875)
S (1.72857, 0.50685, 2.98624)
Br (1.13134, -1.94981, 1.59864)
Br (-1.85619, 1.72474, 3.22817)
H (-0.47053, 1.24391, -0.03456)
H (-1.34000, -0.27854, 0.18653)
H (0.42373, -0.58784, -2.63186)
H (2.27060, -0.91715, -2.12456)
H (-0.47448, 0.96881, 3.16673)

Here are the Löwdin charges for atoms 1 to 2, given in e: -0.206 -0.347

No. 10
Here is a molecular structure, C4H5BrCl2 in a non-equilibrium geometry from the OMol25 dataset. Energies are from the ωB97M-V functional and the def2-TZVPD basis.

- HOMO energy: -9.762 eV
- E: -99314.747 eV

Cartesian coordinates (Å):
C (-0.60314, -1.55807, 0.87214)
C (-0.78110, -0.26882, 1.01237)
C (0.81713, 0.27512, -1.27697)
C (0.20914, 0.97845, -0.10341)
Cl (-0.96938, 2.19649, -0.55983)
Cl (1.41547, 1.65219, 0.98743)
Br (-1.95840, 0.61684, 2.14028)
H (-1.15930, -2.26912, 1.45931)
H (0.10933, -1.95751, 0.17133)
H (1.51930, -0.48200, -0.93831)
H (0.03794, -0.18174, -1.87976)
H (1.36300, 0.99816, -1.88458)

Here are the Löwdin charges for atoms 1 to 2, given in e: -0.069 -0.760

No. 11
Here is a molecular structure, C4H5BrCl2O in a non-equilibrium geometry from the OMol25 dataset. Energies are from the ωB97M-V functional and the def2-TZVPD basis.

- HOMO energy: -10.446 eV
- E: -101362.967 eV

Cartesian coordinates (Å):
C (-0.91306, 1.36570, -0.52798)
C (0.27439, -1.42841, -0.68251)
C (0.36434, -0.66306, 0.61488)
C (0.22004, 0.95507, 0.40115)
O (-0.77651, 1.95797, -1.53349)
Cl (-2.44999, 0.78328, -0.03842)
Cl (1.75813, 1.67367, -0.11861)
Br (-0.05625, 1.64187, 2.15722)
H (1.37602, -1.46562, -1.02129)
H (-0.08932, -2.34144, -0.46080)
H (-0.33827, -0.77818, -1.42163)
H (-0.62216, -0.76363, 1.28331)
H (1.25264, -0.93722, 1.34817)

Here are the Löwdin charges for atoms 1 to 2, given in e: -0.981 -0.106

No. 12
Here is a gas-phase ion, C4H5BrClN4O (charge +1) in a non-equilibrium geometry from the OMol25 dataset. Energies are from the ωB97M-V functional and the def2-TZVPD basis.

- Charge: +1
- HOMO energy: -14.077 eV
- Structure (SMILES): Nc1nc(CC(=O)Br)[nH][n+]1Cl
- E: -94793.318 eV

Cartesian coordinates (Å):
N (-2.11718, -0.67724, 2.02951)
C (-1.23753, -0.55264, 1.00627)
N (0.03696, -0.14603, 1.12260)
C (0.54001, -0.16956, -0.07700)
C (1.90609, 0.26580, -0.39053)
C (1.80954, 1.67996, -0.96817)
O (0.98432, 2.45687, -0.55975)
Br (2.99426, 2.16043, -2.39267)
N (-0.35217, -0.58076, -0.95986)
N (-1.47544, -0.82714, -0.26456)
Cl (-2.91365, -1.34575, -0.94694)
H (-2.03653, -1.47937, 2.61885)
H (-2.76780, 0.04327, 2.26570)
H (2.40873, -0.41457, -1.06425)
H (2.45292, 0.27396, 0.53607)
H (-0.23252, -0.68724, -1.95527)

Here are the Löwdin charges for atoms 1 to 2, given in e: 0.169 -0.395

No. 13
Here is 2 unconnected molecules or ions with the total composition C4H5BrF2O in a non-equilibrium geometry from the OMol25 dataset. Energies are from the ωB97M-V functional and the def2-TZVPD basis.

- HOMO energy (alpha / beta): -8.101 / -7.760 eV
- E: -81748.920 eV

Cartesian coordinates (Å):
C (1.45084, -0.87026, -0.30444)
C (1.05351, 0.49909, -0.83939)
C (0.53386, 0.09598, 0.39600)
C (-1.98931, -0.34641, 0.20737)
O (0.54790, 0.73125, 1.57634)
F (-2.30409, -1.63457, 0.39201)
F (-2.42673, -0.08518, -1.06984)
Br (-2.54972, 0.93999, 1.40360)
H (1.02728, -1.61395, -0.86129)
H (2.34051, -1.12325, 0.30570)
H (1.81465, 1.23532, -1.05640)
H (0.31775, 0.46491, -1.68128)
H (0.18354, 1.70709, 1.53163)

Here are the Löwdin charges for atoms 1 to 2, given in e: -0.022 -0.115

No. 14
Here is 2 unconnected molecules or ions with the total composition C4H5BrFI in a non-equilibrium geometry from the OMol25 dataset. Energies are from the ωB97M-V functional and the def2-TZVPD basis.

- HOMO energy (alpha / beta): -8.281 / -8.283 eV
- E: -85085.216 eV

Cartesian coordinates (Å):
C (0.48998, -0.17806, 1.20621)
C (1.10312, -1.07620, 0.43279)
C (-0.97906, -0.11568, 1.34427)
C (3.47008, -0.57181, 0.14737)
F (3.58291, -1.04146, -1.08193)
Br (3.47356, 1.29694, 0.24754)
I (0.72296, -2.82974, -0.44570)
H (1.00922, 0.81198, 1.43080)
H (-1.26641, 0.85297, 0.84290)
H (-1.32782, 0.13290, 2.45446)
H (-1.49759, -0.93316, 0.81164)
H (4.07154, -1.01295, 0.94175)

Here are the Löwdin charges for atoms 1 to 2, given in e: -0.354 -0.730

No. 15
Here is a single C4H5BrN4O molecule in a non-equilibrium geometry from the OMol25 dataset. Energies are from the ωB97M-V functional and the def2-TZVPD basis.

- HOMO energy (alpha / beta): -8.575 / -8.579 eV
- E: -82276.264 eV

Cartesian coordinates (Å):
C (0.36992, -0.99533, 0.81200)
C (-0.04332, 0.46801, -1.26904)
C (-1.13418, 0.80517, 0.98921)
C (1.32405, 0.47729, -0.93149)
N (-0.51706, -0.34633, 1.38973)
N (-1.86988, 1.52287, 1.72378)
N (-0.88633, 1.21984, -0.38659)
N (0.87890, -2.18759, 0.81127)
O (-0.52123, -0.03303, -2.27447)
Br (2.46102, -0.75984, -1.90310)
H (2.03576, 1.05638, -0.32674)
H (-2.20141, 2.38918, 1.34599)
H (-1.63733, 1.47467, -0.99931)
H (1.59964, -2.24161, 0.04465)
H (0.14144, -2.84970, 0.97410)

Here are the Löwdin charges for atoms 1 to 2, given in e: -0.178 -0.680

No. 16
Here is 2 unconnected molecules or ions with the total composition C4H5BrO2 in a non-equilibrium geometry from the OMol25 dataset. Energies are from the ωB97M-V functional and the def2-TZVPD basis.

- HOMO energy: -8.612 eV
- E: -78362.918 eV

Cartesian coordinates (Å):
C (-1.17404, 0.23773, -0.21195)
C (0.90815, -1.79045, 0.92905)
C (0.76862, -0.40751, 0.26000)
C (-0.95013, 1.55050, -0.84227)
O (-1.98052, -0.49131, 0.23318)
O (1.13083, -1.54802, -0.49583)
Br (2.02364, 0.92096, 0.51856)
H (1.79526, -2.12088, 1.48488)
H (-0.04848, -2.12438, 1.07343)
H (-0.14965, 1.52307, -1.59899)
H (-0.51965, 2.16670, -0.07371)
H (-1.80401, 2.08357, -1.27636)

Here are the Löwdin charges for atoms 1 to 2, given in e: -0.237 -0.108

No. 17
Here is 2 unconnected molecules or ions with the total composition C4H5BrS in a non-equilibrium geometry from the OMol25 dataset. Energies are from the ωB97M-V functional and the def2-TZVPD basis.

- HOMO energy: -8.638 eV
- Structure (SMILES): C#CBr.C=CS
- E: -85102.988 eV

Cartesian coordinates (Å):
C (-0.22782, -0.18605, 2.73928)
C (0.44338, -0.99959, 2.21417)
Br (1.53947, -2.00153, 1.18545)
H (-0.69432, 0.46410, 3.30814)
C (-0.29736, -0.59653, -1.37064)
C (-0.52667, 0.63064, -0.95934)
S (0.26046, 2.13309, -1.40599)
H (-0.94951, -1.36846, -1.05964)
H (0.42301, -0.82371, -2.20224)
H (-1.26486, 0.93020, -0.15699)
H (1.29422, 1.81783, -2.29223)

Here are the Löwdin charges for atoms 1 to 2, given in e: 0.026 -0.727